Entry 1:
{
  "formula": "CH7N5O",
  "method": "wB97M-V/def2-TZVPD",
  "lumo_energy_ha": 0.035,
  "e_above_lowest_kj_mol": 310.41,
  "orbital_gap_ev": 8.36,
  "energy_ha": -391.13274,
  "charge": 0,
  "e_homo_ev": -7.4143,
  "elements": ["N", "C", "N", "N", "N", "O", "N", "H", "H", "H", "H", "H", "H", "H"],
  "positions_angstrom": [[-0.25136, 1.19450, 1.38210], [-0.50832, -0.12114, -0.77792], [1.06955, -1.73512, -1.53433], [0.48812, 0.49939, 2.25272], [-1.81253, 0.19746, -0.70699], [-0.27402, -1.26395, -1.47620], [0.39101, 0.56994, -0.15519], [0.04014, 2.17110, 1.24126], [1.34720, -1.96841, -0.58113], [1.65069, -0.96268, -1.86089], [1.18206, 1.09788, 2.72919], [1.17067, 0.04828, 0.37458], [-2.02207, 0.78790, 0.09217], [-2.47113, -0.51515, -0.97939]],
  "forces_ev_per_a": [[0.365, -0.779, 2.376], [0.617, -0.628, 0.436], [-0.161, 0.050, 0.007], [-1.384, 1.265, -0.040], [0.212, 0.158, -0.379], [-0.042, -0.051, 0.123], [1.414, -0.689, -0.542], [0.203, -0.061, 0.297], [-0.084, 0.107, -0.095], [-0.139, 0.021, 0.119], [0.031, -0.016, -0.703], [-1.109, 0.650, -1.594], [0.025, -0.157, 0.038], [0.055, 0.130, -0.043]],
  "nbo_charge": [-0.31, 0.72, -0.48, -0.65, -0.80, -0.37, -0.66, 0.32, 0.35, 0.35, 0.29, 0.40, 0.43, 0.41]
}

Entry 2:
{
  "formula": "C18H8Cl2F9NOPV",
  "method": "wB97M-V/def2-TZVPD",
  "lumo_energy_ha": [-0.219, -0.195],
  "e_above_lowest_kj_mol": 82.34,
  "orbital_gap_ev": [6.05, 6.89],
  "energy_ha": -3925.19678,
  "charge": 1,
  "spin_multiplicity": 2,
  "e_homo_ev": [-12.0251, -12.1819],
  "elements": ["V", "Cl", "C", "C", "C", "Cl", "C", "C", "C", "C", "N", "C", "C", "O", "H", "H", "H", "H", "F", "P", "F", "F", "F", "F", "F", "F", "C", "F", "F", "C", "C", "C", "C", "C", "C", "C", "C", "H", "H", "H", "H"],
  "positions_angstrom": [[-1.48483, -2.17715, 0.09829], [-0.01176, -2.51531, 4.52593], [1.08085, -2.51301, 3.21386], [2.48193, -2.53164, 3.41193], [3.34996, -2.51633, 2.34851], [5.04075, -2.51492, 2.64510], [2.88576, -2.49926, 1.00027], [3.65992, -2.47464, -0.18217], [3.02241, -2.46466, -1.39386], [1.61445, -2.48492, -1.45665], [0.86246, -2.50923, -0.37774], [1.50549, -2.50422, 0.82712], [0.64307, -2.48185, 1.92660], [-0.63108, -2.40591, 1.47779], [2.86674, -2.55211, 4.42154], [4.73980, -2.45853, -0.12221], [3.58786, -2.44793, -2.31390], [1.10421, -2.48743, -2.41179], [-2.11747, -2.42854, -1.63246], [-3.89606, -2.87491, -1.15822], [-3.06707, -3.66153, 0.08932], [-5.28259, -3.22467, -0.59333], [-3.68786, -4.12932, -2.04516], [-4.33339, -1.94784, -2.31572], [-3.67186, -1.56769, -0.16312], [0.10451, 7.02739, 0.26630], [-0.45426, 6.50555, -0.83923], [0.33617, 6.83336, -1.87493], [-1.63563, 7.10656, -1.02135], [-0.58919, 5.00809, -0.71548], [-1.83135, 4.39795, -0.77887], [-1.92293, 3.02275, -0.64670], [-0.76750, 2.26471, -0.45350], [0.48177, 2.88843, -0.39983], [0.56723, 4.25955, -0.52993], [-0.88085, 0.84942, -0.29360], [-0.96822, -0.35783, -0.16114], [-2.72028, 4.99326, -0.92937], [-2.88229, 2.52647, -0.69659], [1.37320, 2.29272, -0.25902], [1.52790, 4.75516, -0.48671]],
  "forces_ev_per_a": [[1.040, 1.442, -1.029], [0.087, 0.012, -0.043], [0.084, 0.043, 0.050], [0.070, -0.016, -0.087], [-0.070, 0.013, 0.106], [0.028, -0.007, -0.009], [0.101, -0.054, -0.130], [0.006, 0.009, 0.084], [-0.048, -0.025, 0.003], [-0.035, -0.059, -0.112], [-0.433, 0.022, -0.065], [-0.261, 0.001, -0.176], [-0.081, -0.044, -0.442], [-0.188, -0.607, 2.952], [-0.004, 0.006, 0.005], [-0.003, -0.013, 0.003], [-0.029, 0.006, -0.019], [0.002, 0.026, -0.001], [-0.120, -0.429, -0.883], [-0.433, -0.232, -0.231], [0.232, -0.041, -0.157], [0.059, 0.037, 0.086], [-0.053, 0.029, -0.004], [0.010, 0.016, 0.049], [0.448, -0.100, 0.015], [-0.018, -0.010, -0.045], [-0.007, 0.010, 0.001], [-0.019, -0.005, 0.032], [0.040, -0.010, 0.004], [-0.008, 0.025, 0.006], [-0.003, -0.011, -0.009], [0.006, -0.004, -0.018], [-0.091, -0.066, 0.036], [0.044, -0.010, -0.017], [0.013, -0.004, 0.003], [0.165, 0.073, -0.054], [-0.519, -0.049, 0.055], [-0.004, -0.005, 0.004], [-0.014, 0.030, 0.018], [0.002, 0.009, 0.020], [0.005, -0.009, 0.000]],
  "nbo_charge": [1.47, 0.11, -0.04, -0.23, 0.02, 0.08, -0.12, -0.07, -0.25, 0.12, -0.42, 0.14, 0.26, -0.43, 0.27, 0.25, 0.25, 0.23, -0.51, 2.63, -0.54, -0.52, -0.52, -0.52, -0.52, -0.32, 0.97, -0.31, -0.31, -0.10, -0.19, -0.10, -0.23, -0.16, -0.17, 0.23, -0.39, 0.25, 0.22, 0.22, 0.24]
}

Entry 3:
{
  "formula": "C34H51F4IN3O7S2",
  "method": "wB97M-V/def2-TZVPD",
  "lumo_energy_ha": -0.143,
  "orbital_gap_ev": 7.41,
  "energy_ha": -3510.31364,
  "charge": 1,
  "e_homo_ev": -11.3062,
  "elements": ["C", "C", "C", "O", "C", "N", "C", "C", "I", "C", "C", "C", "C", "C", "N", "C", "C", "C", "C", "C", "C", "C", "C", "C", "C", "C", "N", "C", "C", "C", "C", "O", "C", "C", "C", "O", "F", "S", "O", "O", "C", "F", "F", "F", "H", "H", "H", "H", "H", "H", "H", "H", "H", "H", "H", "H", "H", "H", "H", "H", "H", "H", "H", "H", "H", "H", "H", "H", "H", "H", "H", "H", "H", "H", "H", "H", "H", "H", "H", "H", "H", "H", "H", "H", "H", "H", "H", "C", "C", "C", "S", "O", "O", "C", "H", "H", "H", "H", "H", "H", "H", "H"],
  "positions_angstrom": [[3.42207, 0.48088, 5.19522], [3.89686, 0.25694, 3.74985], [3.40179, 1.33317, 2.79068], [2.12641, 1.78664, 3.24036], [1.61145, 2.88602, 2.58934], [0.77701, 2.49342, 1.41746], [1.19844, 2.56541, 0.19430], [2.56275, 3.04116, -0.18253], [3.13910, 2.54589, -2.20265], [2.76687, 4.57467, 0.08829], [2.74920, 5.53010, -1.10353], [0.10645, 2.05617, -0.72365], [-0.42825, 2.96739, -1.84245], [-0.76404, 2.16516, -3.07656], [0.10292, 1.44716, -3.64219], [-0.87698, 1.30408, 0.22728], [-2.38301, 1.52540, -0.10424], [-3.03121, 0.60686, -1.16978], [-3.77558, -0.58087, -0.59840], [-4.94644, -0.31716, 0.12029], [-5.70474, -1.33924, 0.68757], [-5.28634, -2.65553, 0.50445], [-4.12832, -2.92556, -0.21690], [-3.36590, -1.90099, -0.78164], [-0.56528, -0.19682, 0.08428], [0.78119, -0.77970, 0.56838], [1.29977, -1.69191, -0.47328], [2.15442, -0.96210, -1.42803], [2.84804, -1.93883, -2.39071], [2.03422, -2.71005, 0.24596], [3.42960, -2.45091, 0.74880], [1.50600, -3.75616, 0.48428], [-0.61714, 2.00712, 1.59540], [-1.43660, 3.29409, 1.91225], [-1.37060, 4.42012, 0.92464], [-2.27191, 4.84319, 0.32533], [-0.18838, 5.02988, 0.80637], [-0.83657, 0.99974, 3.13793], [-0.66790, 1.84872, 4.28110], [0.01823, -0.14501, 3.16050], [-2.57665, 0.32901, 3.24367], [-3.49551, 1.28372, 3.23960], [-2.58291, -0.27863, 4.41997], [-2.78699, -0.57020, 2.29973], [4.02165, -0.14986, 5.84418], [3.48326, 1.52741, 5.47455], [2.39139, 0.15637, 5.28626], [3.46249, -0.68597, 3.42300], [4.97835, 0.16887, 3.70259], [4.11246, 2.14876, 2.62717], [3.24970, 0.85071, 1.81620], [0.98433, 3.40881, 3.30406], [2.39992, 3.56983, 2.28915], [3.29959, 2.50921, 0.40221], [2.06526, 4.95667, 0.81943], [3.75092, 4.66587, 0.54339], [2.62091, 6.53310, -0.69638], [3.70077, 5.55312, -1.61808], [1.91975, 5.37548, -1.78570], [0.62825, 1.28437, -1.30027], [0.39290, 3.62629, -2.12814], [-1.24960, 3.61453, -1.56097], [-1.78023, 2.21320, -3.46804], [-0.28290, 0.95704, -4.44588], [-3.00416, 1.43669, 0.78323], [-2.54554, 2.53998, -0.45153], [-2.35165, 0.31507, -1.96545], [-3.79599, 1.20945, -1.66006], [-5.27778, 0.70917, 0.23497], [-6.58816, -1.08093, 1.25040], [-5.88196, -3.45418, 0.92070], [-3.83882, -3.96010, -0.33043], [-2.48203, -2.13092, -1.36091], [-0.62897, -0.44921, -0.96956], [-1.34849, -0.77469, 0.56526], [0.55970, -1.40763, 1.42331], [1.52786, -0.05702, 0.91972], [1.49091, -0.38891, -2.07220], [2.88317, -0.32803, -0.91552], [3.83282, -2.24722, -2.06216], [2.89810, -1.47674, -3.37117], [2.18378, -2.78686, -2.51038], [3.61084, -2.93746, 1.69896], [4.11690, -2.89463, 0.03063], [3.69729, -1.39691, 0.80063], [-2.49380, 3.08618, 2.02385], [-1.12835, 3.71727, 2.86746], [-1.68519, -5.56561, -2.03808], [-1.77277, -6.17162, -3.44426], [-1.50518, -5.04103, -4.44532], [-0.44906, -3.86184, -3.59323], [-1.17661, -2.62011, -3.42913], [0.87057, -3.88498, -4.17259], [-0.41929, -4.71395, -2.02310], [-1.65442, -6.33342, -1.26680], [-2.55892, -4.93693, -1.85503], [-1.01452, -6.94886, -3.55358], [-2.74181, -6.63295, -3.62691], [-0.99080, -5.39277, -5.33580], [-2.42090, -4.52378, -4.72542], [-0.38739, -3.98696, -1.21504], [0.47588, -5.33389, -2.00099]],
  "forces_ev_per_a": [[0.235, -0.284, -0.505], [-0.643, 0.130, 0.364], [-0.084, -0.852, -0.595], [0.023, 0.430, 0.045], [0.411, -0.191, 0.749], [1.383, -0.226, 1.011], [-1.512, -0.271, -0.606], [-0.020, 0.806, -0.380], [0.061, -0.111, 0.292], [0.428, 0.109, -0.327], [-0.177, 0.461, 0.539], [0.652, -0.569, 0.013], [0.571, 0.362, 0.045], [-0.374, -0.258, -0.377], [0.156, -0.168, 0.305], [-1.182, 0.342, -0.332], [-0.005, -0.236, -0.772], [-0.322, 0.045, 0.059], [-0.089, -0.080, -0.027], [0.004, -0.331, 0.093], [0.685, 0.201, -0.436], [-0.076, 0.350, 0.075], [-0.149, 0.078, 0.052], [-0.504, 0.053, 0.375], [0.349, -0.117, 0.883], [-0.652, -0.714, -0.363], [1.082, 0.595, 0.606], [-0.164, -1.029, -0.521], [-0.516, 0.466, 0.171], [-0.037, -0.136, 0.098], [0.403, 0.328, -0.478], [-0.394, -0.428, 0.087], [0.014, 1.070, -0.530], [-0.052, -0.028, 0.002], [0.007, -0.442, 0.480], [-1.559, 0.611, -1.017], [1.013, 0.004, 0.258], [2.117, -0.813, 1.794], [-0.844, 0.902, -0.489], [-0.593, -0.326, -0.922], [-0.026, -0.505, 0.287], [0.007, -0.043, -0.286], [0.005, 0.193, -0.104], [-0.191, 0.311, 0.024], [0.061, 0.160, 0.264], [0.143, 0.052, 0.262], [-0.172, 0.124, 0.077], [0.173, -0.184, -0.093], [0.110, 0.084, -0.144], [-0.107, 0.289, 0.407], [0.162, 0.090, -0.159], [-0.305, 0.001, -0.085], [-0.045, -0.004, -0.369], [-0.087, -0.231, 0.223], [-0.228, -0.250, 0.098], [0.098, -0.048, 0.116], [-0.040, 0.090, 0.024], [-0.004, -0.265, -0.345], [0.011, -0.153, -0.176], [0.121, -0.049, -0.042], [0.022, 0.139, -0.077], [-0.123, -0.043, 0.163], [-0.146, 0.283, 0.117], [0.025, 0.006, -0.056], [0.097, -0.128, 0.171], [0.133, 0.182, 0.145], [0.203, -0.152, 0.050], [0.010, 0.149, -0.100], [0.000, 0.056, -0.002], [-0.150, -0.161, 0.022], [0.075, -0.158, 0.019], [0.128, -0.036, -0.091], [0.075, 0.002, -0.079], [-0.116, 0.187, -0.200], [-0.075, -0.002, -0.004], [0.045, 0.100, 0.148], [0.052, 0.148, -0.244], [-0.067, 0.481, 0.260], [-0.057, 0.294, -0.005], [0.119, -0.095, -0.035], [0.329, -0.005, -0.132], [0.155, -0.314, -0.073], [-0.214, -0.083, 0.132], [0.108, -0.100, -0.031], [-0.096, 0.108, 0.097], [-0.081, -0.178, -0.047], [0.251, -0.178, 0.127], [-0.008, -0.006, -0.104], [0.042, 0.007, 0.065], [-0.194, -0.263, -0.079], [-0.076, -0.444, 0.237], [0.189, 0.153, -0.094], [-0.035, 0.339, -0.123], [-0.268, -0.124, 0.198], [0.000, 0.015, 0.016], [0.003, 0.016, 0.010], [0.016, 0.015, 0.003], [0.002, 0.004, -0.023], [0.051, 0.151, -0.034], [0.045, 0.100, 0.026], [0.152, 0.090, -0.055], [0.047, 0.049, -0.020]],
  "mulliken_charge": [-1.22, -0.54, 0.65, 0.00, -1.51, 1.02, -0.27, -0.73, 0.16, -0.44, -1.80, 0.83, -0.25, -1.00, -0.24, 2.97, -1.45, -1.59, -0.20, -0.28, -0.94, -0.79, -0.78, 0.56, -0.56, -1.95, 0.83, 0.20, -1.51, 0.82, -1.43, -0.56, -0.55, -0.49, -0.36, -0.43, -0.17, 1.56, -0.74, -0.58, 0.55, -0.21, -0.22, -0.14, 0.46, 0.28, 0.23, 0.03, 0.49, 0.43, -0.65, 0.44, 0.84, 0.47, 0.45, 0.50, 0.44, 0.43, 0.39, -0.85, 0.25, 0.12, 0.43, 0.33, 0.62, 0.42, 0.36, 0.65, 0.44, 0.43, 0.43, 0.39, 0.56, 1.01, 0.04, 1.21, -0.73, 0.13, -0.10, 0.37, 0.46, 0.25, 0.40, 0.33, 0.22, 0.39, 1.00, -0.38, -0.82, -0.80, 1.21, -0.62, -0.72, -0.15, 0.48, -0.10, 0.32, 0.42, 0.43, 0.38, -0.17, 0.51]
}